{
  "formula": "C5H11NO2",
  "method": "ωB97M-V with the def2-TZVPD basis set",
  "charge": 0,
  "e_above_lowest_kj_mol": 529.0,
  "molar_mass_g_mol": 117.1,
  "total_energy_ev": -10943.7842,
  "species": ["O", "C", "C", "C", "C", "C", "N", "H", "H", "H", "H", "H", "H", "H", "H", "H", "H", "H", "O"],
  "coordinates": [[-1.414, -0.023, -1.912], [-0.943, 0.822, -1.155], [0.498, 0.907, -0.785], [0.931, -0.021, 0.378], [0.016, 0.118, 1.578], [0.681, -0.103, 2.767], [-1.399, -0.090, 1.249], [-1.607, 1.637, -0.856], [0.593, 1.982, -0.636], [1.094, 0.590, -1.648], [1.927, 0.343, 0.650], [0.902, -1.056, 0.035], [1.130, 0.713, 3.296], [-0.586, -0.248, 3.875], [-1.850, 0.244, 2.081], [-1.650, -1.073, 1.129], [0.786, -2.000, -3.979], [0.001, -1.231, -2.908], [0.891, -1.509, -3.159]],
  "forces_ev_per_angstrom": [[0.66, 0.52, 0.71], [-1.13, -1.32, -1.72], [-0.13, -0.40, -0.49], [-0.70, 2.42, -0.34], [0.65, -3.14, -0.49], [-6.48, 1.55, 2.44], [2.03, 0.48, 1.14], [0.01, 0.19, 0.33], [0.84, 0.00, 0.58], [-0.18, 0.27, -0.05], [0.08, -0.77, 0.08], [0.27, 0.04, 0.06], [1.64, -0.23, -0.01], [2.96, 0.16, -2.48], [-0.70, -0.13, 0.37], [0.27, 0.25, -0.26], [0.01, 0.02, 0.03], [-0.21, 0.15, 0.11], [0.12, -0.07, -0.02]],
  "lowdin_charge": [0.01, -0.29, -0.16, -0.15, -0.41, 0.04, 0.08, 0.11, 0.11, 0.11, 0.12, 0.13, 0.01, 0.14, 0.05, 0.11, 0.03, 0.00, -0.07]
}